A molecular structure, C35H31BrClCoF4N3O2PS3 in a non-equilibrium geometry, computed with ωB97M-V/def2-TZVPD.

XYZ file:
```
82
Properties=species:S:1:pos:R:3:forces:R:3:mulliken_charge:R:1
Co 0.899200 -0.305600 0.668300 -0.380 -0.634 0.077 0.096
C -4.757200 1.411200 -1.596300 -0.312 -0.459 0.105 -0.637
C -4.296400 2.249100 -0.421000 0.375 0.065 -0.132 -0.853
S -2.624900 1.790400 0.172600 -0.508 0.128 0.318 0.046
C -2.968200 0.960900 1.768300 0.299 0.169 -0.509 -0.389
C -3.313700 -0.488400 1.483800 0.095 -0.127 0.131 -0.728
S -2.203800 -1.056600 0.138200 -0.762 -0.057 0.270 0.253
C -3.333700 -2.136700 -0.785600 0.229 -0.041 -0.335 -0.923
C -4.167700 -1.402000 -1.824900 -0.382 0.397 0.236 -0.748
S -5.398100 -0.240700 -1.121800 0.155 0.122 -0.358 -0.114
H -3.951500 1.273700 -2.312400 -0.037 0.060 -0.155 0.324
H -5.591100 1.910000 -2.091300 0.104 0.062 -0.035 0.452
H -4.991400 2.195000 0.413900 0.019 0.045 0.062 0.372
H -4.202400 3.289900 -0.733900 -0.058 0.023 0.072 0.498
H -3.764000 1.497500 2.283800 0.048 -0.108 0.066 0.595
H -2.046900 1.063200 2.341400 -0.016 0.002 0.101 -0.130
H -4.335400 -0.565100 1.107400 0.197 -0.074 -0.001 0.334
H -3.190500 -1.146400 2.344800 0.049 -0.057 0.020 0.484
H -3.961700 -2.660800 -0.067600 0.089 0.010 0.150 0.473
H -2.693200 -2.866600 -1.279800 0.054 -0.025 0.108 0.473
H -4.751300 -2.141000 -2.375700 0.166 -0.043 -0.032 0.491
H -3.540100 -0.857400 -2.526800 0.000 -0.053 -0.084 0.315
F 4.613600 5.487900 0.597700 -0.024 -0.262 -0.063 -0.252
C 4.270000 4.237900 0.350800 -0.032 -0.270 0.010 0.404
C 5.231600 3.227800 0.292600 -0.152 0.098 -0.005 0.329
F 6.507900 3.510700 0.479600 -0.221 0.004 -0.029 -0.254
C 4.841300 1.911200 0.042000 -0.262 -0.082 -0.089 0.338
F 5.779500 0.969100 0.009800 0.074 0.367 -0.058 -0.311
C 3.506600 1.571800 -0.169200 0.015 0.003 0.272 -0.612
P 2.863000 -0.112100 -0.484700 1.448 0.316 -0.752 1.044
C 2.454100 -0.029200 -2.258600 -0.054 -0.107 0.174 0.577
C 1.462000 -0.891000 -2.729400 0.060 -0.015 0.139 -0.378
C 1.051300 -0.829100 -4.048300 -0.008 0.029 -0.074 -0.841
C 1.620800 0.100500 -4.905500 -0.027 -0.048 0.077 -0.605
C 2.605400 0.959900 -4.442600 0.033 0.076 -0.057 -0.736
C 3.022900 0.905600 -3.123000 0.043 -0.167 0.112 -0.402
C 4.203200 -1.274800 -0.152000 -0.402 -0.048 0.168 0.509
C 4.999500 -1.878700 -1.119000 -0.137 0.176 0.060 -0.061
C 5.980200 -2.770900 -0.715300 0.019 -0.039 -0.053 -1.161
C 6.156000 -3.063900 0.628600 -0.026 0.024 0.039 -0.525
C 5.345700 -2.476300 1.589600 0.012 0.012 0.085 -0.925
C 4.363500 -1.589400 1.198700 -0.143 0.101 -0.213 -0.332
C 2.559800 2.592600 -0.065700 0.449 -0.001 0.067 -0.022
Br 0.707600 2.177400 -0.220700 -0.288 0.521 0.002 -0.121
C 2.923100 3.906100 0.180600 -0.188 -0.193 -0.003 0.509
F 1.984800 4.839400 0.283300 0.197 0.090 0.001 -0.313
H 1.018400 -1.607800 -2.053900 -0.036 -0.128 0.006 0.244
H 0.286900 -1.502300 -4.408500 -0.028 -0.049 -0.021 0.507
H 1.293600 0.153700 -5.932000 0.005 0.021 -0.113 0.437
H 3.048000 1.679200 -5.115200 0.052 0.053 -0.031 0.456
H 3.793700 1.579000 -2.775900 0.040 0.070 0.013 0.509
H 4.860700 -1.651500 -2.166500 -0.003 0.019 -0.083 0.551
H 6.614100 -3.239200 -1.452400 0.046 -0.037 -0.083 0.482
H 6.923100 -3.758000 0.934300 0.089 -0.077 -0.005 0.429
H 5.477100 -2.710600 2.635100 0.027 -0.045 0.065 0.485
H 3.698500 -1.132100 1.924900 0.085 -0.050 0.139 0.432
N -0.932800 -2.056700 5.323600 -0.203 -0.342 0.198 -0.364
C -0.356400 -1.043200 4.671900 0.357 0.488 -0.587 0.365
C -0.070900 -1.102700 3.281300 -0.328 -0.400 0.478 -0.022
N 0.521700 -0.095600 2.658200 -0.109 0.072 0.139 0.572
C 0.828400 0.995700 3.372400 0.174 0.375 0.125 -0.556
C 0.518700 1.056300 4.728100 0.191 0.057 -0.599 -0.506
N -0.060100 0.063500 5.359000 -0.289 -0.475 0.450 -0.576
H -1.098300 -2.944800 4.882600 0.043 0.026 0.033 0.203
H -1.017100 -1.996300 6.327200 -0.028 0.022 -0.088 0.267
H -0.350100 -1.977500 2.712900 0.073 -0.117 -0.213 0.097
H 1.319600 1.814300 2.868000 0.006 0.025 -0.053 0.431
H 0.747000 1.931800 5.316000 0.080 0.176 -0.020 0.415
Cl 3.536600 -8.111000 -0.314700 0.073 -0.144 -0.027 -0.180
C 2.541400 -6.726200 -0.145600 -0.285 0.462 0.052 0.251
C 3.085100 -5.458600 -0.347400 0.066 -0.270 -0.013 -1.019
C 2.289100 -4.343800 -0.201500 -0.323 0.018 0.071 0.791
C 0.945300 -4.480800 0.148200 -0.073 0.181 0.010 -0.153
C 0.405000 -5.749400 0.352800 0.098 0.281 -0.084 -0.629
C 1.198200 -6.868400 0.198600 0.193 -0.106 -0.017 -0.738
C 0.096900 -3.260100 0.312200 0.052 -1.015 0.124 0.140
O -1.102700 -3.351500 0.587000 -0.588 0.014 0.265 -0.711
O 0.694500 -2.144700 0.153200 0.659 1.231 0.008 1.126
H 4.123900 -5.353000 -0.616900 0.110 -0.048 -0.025 0.546
H 2.697100 -3.355600 -0.352000 0.064 -0.066 -0.025 0.228
H -0.633600 -5.841000 0.631600 -0.079 -0.060 -0.006 0.499
H 0.786000 -7.852600 0.344500 -0.019 -0.153 0.034 0.451
```
Positions in Å, forces in eV/Å.

## Properties
Gap between HOMO and LUMO (spin up / spin down) = 7.8 / 5.3 eV
E_tot = -8018.9037 Ha
Expectation value of S² = 6.015
LUMO energy (spin up / spin down) = -5.48 / -7.98 eV
Total charge = +2
Spin multiplicity = 5

=====

A molecular structure, C9H14Cl7HgN2O6 in a non-equilibrium geometry, computed with ωB97M-V/def2-TZVPD.

XYZ file:
```
39
Properties=species:S:1:pos:R:3:forces:R:3:mulliken_charge:R:1
Hg -7.504825 -30.577976 19.553575 -2.867 -0.824 0.510 1.306
Cl -10.908972 -29.491030 21.119825 -2.834 1.616 -0.688 1.569
O -11.596502 -29.532785 19.909754 -1.441 -0.656 -2.727 -0.629
O -11.296537 -28.258728 21.748182 1.071 -0.760 0.994 -0.477
O -11.134562 -30.661428 21.844457 -0.270 -1.386 1.973 -0.570
O -9.516160 -29.449424 20.782482 4.969 0.639 -0.364 -0.652
N -8.847934 -32.517453 19.286243 -0.674 -0.210 -0.637 -0.387
C -10.157044 -32.494743 18.856876 -1.127 -0.225 1.004 -0.368
C -11.045254 -33.590284 19.057221 2.476 0.343 0.867 -0.471
C -10.462823 -34.763764 19.570063 -2.047 0.328 -0.876 -0.097
C -9.134475 -34.854259 19.780007 1.581 0.705 -0.073 -0.574
C -8.351633 -33.697733 19.681826 0.283 -0.786 0.369 0.085
H -10.610240 -31.578062 18.509442 0.422 0.363 0.006 0.507
H -12.121801 -33.543578 18.984676 0.020 0.409 -0.593 0.555
H -11.084730 -35.630539 19.738406 -0.145 -0.035 0.058 0.442
H -8.691759 -35.814235 20.000998 0.276 0.179 0.319 0.401
H -7.315676 -33.776013 19.976881 0.112 0.270 -0.109 0.349
C -14.285932 -27.193319 23.850494 -0.452 0.531 -0.047 -0.565
N -14.609904 -27.164716 25.294621 -1.733 -0.657 -0.969 0.934
O -15.753436 -27.034351 25.670889 -0.546 0.329 -0.548 -0.577
O -13.697890 -27.349060 26.009506 2.864 -0.341 2.382 -0.535
H -13.206107 -27.326011 23.783657 -0.296 0.127 -0.220 0.179
H -14.645974 -26.215521 23.530538 0.198 -0.206 -0.610 0.293
H -14.851425 -28.009228 23.400384 0.034 0.209 -0.019 0.268
C -12.888962 -26.291602 19.085619 1.177 0.354 0.800 -0.014
Cl -12.969413 -24.514281 18.833294 -0.545 -0.664 -0.243 -0.165
Cl -13.009388 -27.321737 17.634424 -0.096 0.625 0.562 -0.152
H -11.897574 -26.362807 19.533028 0.040 -0.560 -0.493 0.117
H -13.544187 -26.624485 19.890576 -0.551 0.196 -0.624 0.209
C -13.976099 -32.952989 21.270831 0.206 0.242 -0.626 0.266
Cl -12.943460 -33.919956 22.301596 -0.145 -0.532 0.839 -0.136
Cl -14.953019 -33.961063 20.159266 0.522 0.305 0.056 -0.159
H -14.696605 -32.301927 21.765906 0.425 -0.270 0.386 0.341
H -13.182720 -32.386136 20.783675 -0.871 0.349 -0.657 -0.278
C -9.794218 -28.441428 24.781579 0.439 0.411 0.811 0.186
Cl -8.203503 -29.044274 25.134955 1.370 -1.654 -0.012 -0.192
Cl -9.463052 -26.749125 24.477767 -0.969 0.986 -0.546 -0.149
H -10.236476 -28.948334 23.923936 -0.094 0.214 0.391 -0.133
H -10.268480 -28.534880 25.758527 -0.782 0.035 -0.646 0.272
```
Positions in Å, forces in eV/Å.

## Properties
Gap between HOMO and LUMO = 2.7 eV
E_tot = -4286.2270 Ha
LUMO energy = -9.63 eV
Total charge = +1

=====

A single C5H2O molecule in a non-equilibrium geometry, computed with ωB97M-V/def2-TZVPD.

XYZ file:
```
8
Properties=species:S:1:pos:R:3:forces:R:3:mulliken_charge:R:1
O -3.546584 0.107122 -0.272599 1.201 -0.031 -0.060 -0.364
C -2.381217 0.072084 -0.211659 -0.757 -0.016 0.001 0.718
C -1.079903 -0.089668 -0.323050 0.051 0.053 0.253 -0.482
C -0.062139 0.162503 0.512643 -0.111 -0.041 -0.030 -0.553
C 1.322723 -0.152391 0.328396 0.486 -0.085 0.020 -0.438
C 2.511142 -0.366858 0.363894 -0.554 0.063 -0.062 0.431
H -0.238794 0.643084 1.474953 -0.052 0.012 -0.042 0.304
H 3.561852 -0.569130 0.395095 -0.264 0.045 -0.080 0.384
```
Positions in Å, forces in eV/Å.

## Properties
Gap between HOMO and LUMO = 8.3 eV
E_tot = -266.8169 Ha
Energy relative to the best compared isomer or geometry (same formula, charge and spin) = 4.8 kJ/mol
LUMO energy = -1.12 eV
Total charge = 0
SMILES = C#CC=C=C=O